# 1
2 unconnected molecules or ions with the total composition C29H45BF5N2O6 in a non-equilibrium geometry. Source: the OMol25 dataset; level of theory: the ωB97M-V functional and the def2-TZVPD basis.

Geometry as XYZ:
```
88
Properties=species:S:1:pos:R:3:forces:R:3
C 5.744437 -1.792606 1.078330 0.1 -0.1 -0.7
C 6.699882 -0.991254 0.177459 0.5 -0.1 0.5
C 6.944185 0.479516 0.621210 -0.6 -0.6 0.2
C 5.787047 1.123397 1.404017 0.1 0.9 -0.7
C 4.587183 1.556880 0.505600 0.5 0.0 1.2
C 3.978203 2.852811 1.082349 -0.4 0.2 -0.7
C 3.010277 3.543907 0.081970 -0.4 -0.8 0.0
C 1.532506 3.233373 0.435959 0.7 1.0 -0.1
C 0.941791 4.244907 1.438303 -0.7 -1.3 0.7
C -0.300781 3.614615 2.163904 0.3 -0.2 -1.1
C -1.626363 4.157913 1.621796 -0.5 0.1 1.0
C -2.886163 3.561651 2.325589 0.3 0.5 -0.9
C -3.643697 2.474301 1.489284 0.4 0.2 1.8
C -3.513650 1.102312 2.198801 -0.3 -0.9 -1.2
C -3.290757 -0.104249 1.217454 0.7 0.6 1.1
C -1.758858 -0.353211 1.135682 0.0 0.3 -0.1
C -1.342897 -1.227966 -0.028634 0.0 1.6 0.7
C -1.580288 -2.517797 -0.121553 0.6 -0.5 -0.7
C -2.317207 -3.275391 0.961001 0.1 -0.8 -1.2
F -1.915894 -2.974939 2.185773 0.2 0.6 0.9
F -2.180262 -4.584852 0.850246 0.5 -1.0 -0.1
F -3.598511 -3.039796 0.818378 -1.0 0.7 0.2
C -1.115996 -3.194937 -1.378933 -0.3 1.5 -0.1
O -0.981924 -4.362876 -1.467779 0.2 -2.6 0.0
C -0.788350 -2.370934 -2.615731 -0.4 -0.3 -0.3
N -0.750720 -3.103932 -3.825558 0.5 -0.3 0.6
C 0.567340 -3.747587 -3.981406 0.5 -0.4 -0.3
C 1.656400 -2.870229 -4.641172 0.0 0.0 0.7
C -0.527523 -1.077162 -2.518075 -0.2 0.4 0.6
C -0.162842 -0.180174 -3.677043 0.0 0.3 0.2
N 1.149375 0.478139 -3.529841 -0.6 0.6 -0.8
C 1.060021 1.931500 -3.282287 0.7 0.1 1.0
C -0.598386 -0.506716 -1.132722 -0.7 -1.6 -1.2
O -0.046653 0.521184 -0.918216 0.8 2.2 0.8
H 6.064914 -1.825377 2.123495 -0.1 0.2 -0.1
H 4.731011 -1.390475 0.984040 0.1 -0.1 0.3
H 5.720957 -2.827493 0.715607 -0.1 0.1 0.1
H 7.678767 -1.492030 0.204057 -0.2 0.0 -0.1
H 6.373011 -1.056790 -0.866442 -0.2 0.1 0.2
H 7.120390 1.076310 -0.281449 0.2 0.1 0.3
H 7.834334 0.503016 1.260796 0.0 0.1 -0.2
H 5.452344 0.533345 2.262732 0.1 -0.1 -0.2
H 6.179999 2.059602 1.826346 0.1 -0.2 0.0
H 4.932206 1.735563 -0.519393 -0.1 -0.1 0.1
H 3.853936 0.741641 0.512494 -0.1 0.3 -0.4
H 4.774944 3.559766 1.339175 0.0 -0.3 0.1
H 3.426375 2.589295 1.994526 0.2 0.3 0.0
H 3.211478 3.101871 -0.903852 0.0 0.2 0.1
H 3.192882 4.620532 -0.012615 -0.1 -0.1 0.2
H 1.535780 2.224769 0.859473 -0.4 0.0 -0.2
H 0.921937 3.277191 -0.472215 0.0 -0.4 0.2
H 1.668045 4.463310 2.230232 0.1 0.4 -0.4
H 0.602545 5.132705 0.895494 0.4 0.2 0.3
H -0.244238 2.536588 1.955555 -0.2 0.1 0.2
H -0.225943 3.720537 3.251840 -0.2 0.2 -0.2
H -1.634866 5.240061 1.819374 0.1 -0.1 -0.3
H -1.730195 4.007955 0.540702 0.3 0.1 0.1
H -3.554564 4.406484 2.531559 0.0 -0.2 0.0
H -2.570120 3.168649 3.297654 -0.2 -0.1 -0.1
H -3.284024 2.425092 0.456697 0.0 0.1 0.1
H -4.691912 2.787960 1.499518 0.1 -0.3 -0.4
H -4.417153 0.854529 2.765346 0.1 0.4 0.1
H -2.665932 1.083957 2.891898 -0.2 0.2 0.0
H -3.645214 0.117231 0.206823 -0.4 -0.2 0.2
H -3.798456 -0.946467 1.684405 0.0 -0.1 -0.6
H -1.291798 0.635120 1.043165 0.1 -0.3 -0.3
H -1.369944 -0.757193 2.074293 -0.2 -0.1 -0.1
H -0.997499 -2.528365 -4.618313 0.1 0.0 0.0
H 0.936971 -4.000385 -2.984620 -0.2 -0.1 -0.1
H 0.493848 -4.710577 -4.502100 -0.3 0.3 -0.1
H 2.068866 -2.196922 -3.879051 -0.2 0.2 -0.3
H 1.275607 -2.276252 -5.478227 0.1 -0.2 0.0
H 2.501713 -3.487649 -4.964358 -0.2 0.0 -0.1
H -0.139715 -0.722607 -4.623399 -0.2 -0.3 0.3
H -0.988960 0.542930 -3.786038 0.3 0.1 0.0
H 1.607972 0.385390 -4.429316 0.1 -0.2 0.2
H 0.050650 2.264814 -3.024313 0.1 -0.1 -0.3
H 1.471268 2.546525 -4.092446 -0.3 -0.2 -0.1
H 1.666215 2.155631 -2.395204 -0.1 0.1 -0.1
B -6.654067 -4.062871 1.328853 0.9 0.0 -0.6
O -7.104066 -3.059168 2.332621 -0.5 -0.3 0.1
C -8.251843 -3.468717 2.845933 0.4 1.2 0.5
O -8.883693 -2.883753 3.687843 -0.1 -0.2 -0.1
C -8.634031 -4.785817 2.201537 -0.3 -1.2 -0.6
O -9.622907 -5.429119 2.442875 0.0 0.2 0.1
O -7.701939 -5.119322 1.324924 -0.3 0.3 0.4
F -5.420198 -4.600251 1.703253 -0.4 -0.1 0.1
F -6.556614 -3.470566 0.064059 -0.1 -0.1 0.2
```
Positions in Å, forces in eV/Å.

## Properties
* net charge: -1
* M: 623.489 u
* gap between HOMO and LUMO: 0.2716 Ha
* strongest force on any atom: 2.6 eV/A

# 2
A molecular structure, C20H30FO15Zn in a non-equilibrium geometry. Source: the OMol25 dataset; level of theory: the ωB97M-V functional and the def2-TZVPD basis.

Geometry as XYZ:
```
67
Properties=species:S:1:pos:R:3:forces:R:3
Zn -0.489923 -0.531051 0.115966 0.7 0.9 1.4
F -1.618255 -1.424321 -0.870560 -1.7 -0.8 -1.0
C 4.927514 1.219416 2.779658 0.6 0.2 -1.0
C 3.991139 1.607947 1.644031 0.5 0.2 0.1
C 4.006034 0.737179 0.356101 -1.0 -0.6 -0.4
O 2.565717 0.465336 0.171553 0.0 1.2 0.3
C 1.878424 0.895410 1.256692 0.3 -3.0 -0.4
O 0.746867 0.553751 1.536632 -0.3 0.8 -1.1
O 2.660414 1.399189 2.156546 0.6 1.5 0.6
H 4.710524 1.697731 3.733536 -0.3 0.0 -0.2
H 5.958418 1.483676 2.504745 -0.2 -0.2 0.1
H 4.848494 0.146578 2.854922 0.2 -0.4 0.4
H 4.092201 2.666113 1.349204 -0.1 -0.3 0.3
H 4.441277 -0.282577 0.371459 0.1 0.7 0.6
H 4.375935 1.230757 -0.560712 -0.2 0.0 0.7
C -2.414295 -2.985070 5.686061 0.4 0.7 -1.6
C -2.323361 -3.310335 4.174475 -0.1 0.6 0.0
C -3.314922 -2.550811 3.247724 0.2 -0.2 0.1
O -2.492386 -2.184083 2.110642 0.4 0.1 0.6
C -1.203900 -2.246264 2.490172 0.3 0.1 -1.2
O -0.240288 -1.891861 1.828553 -1.2 0.0 0.2
O -1.049679 -2.796809 3.662202 -0.2 -0.5 1.3
H -1.552410 -3.410408 6.199260 -0.3 -0.1 0.1
H -3.360560 -3.302826 6.086569 -0.3 -0.4 0.3
H -2.385959 -1.887246 5.764789 0.1 -0.3 0.1
H -2.310136 -4.386315 3.946730 -0.1 0.3 0.2
H -3.758211 -1.651860 3.700189 0.5 -0.1 -0.1
H -4.137584 -3.156023 2.882061 0.1 -0.2 -0.1
C -3.064972 5.414604 0.824618 -0.1 -0.2 -0.3
C -2.288216 4.296001 1.468100 -0.1 0.3 0.5
C -2.946663 3.757754 2.697329 -1.3 0.1 0.8
O -2.639370 2.350991 2.722333 0.4 0.9 -0.2
C -2.237035 2.026546 1.473933 -1.5 -0.1 0.8
O -2.110298 0.889558 1.145776 0.8 -0.6 -0.5
O -2.222508 3.094748 0.683332 0.6 0.2 -1.0
H -2.935825 6.375106 1.305595 -0.2 -0.1 1.0
H -4.135215 5.153728 0.741000 0.6 0.3 -0.3
H -2.577019 5.684489 -0.092971 -0.2 -0.4 -1.1
H -1.284413 4.626921 1.674277 0.6 0.0 0.0
H -4.039563 3.899053 2.577012 0.4 -0.4 0.2
H -2.658970 4.240428 3.627250 0.2 -0.2 0.0
C 1.747378 2.442599 -5.156632 -0.2 -0.1 -0.3
C 0.443732 2.333675 -4.356470 1.2 0.2 0.3
C -0.404354 1.093117 -4.581624 0.8 -0.6 -1.1
O -0.519681 0.490940 -3.309266 -0.1 0.5 0.8
C 0.133075 1.244993 -2.405826 -0.7 -1.4 1.2
O 0.072434 1.027020 -1.211943 0.3 0.7 -0.8
O 0.855442 2.193669 -2.944692 -0.3 0.5 -0.7
H 2.345364 1.535625 -4.985951 -0.2 0.2 0.0
H 2.343087 3.296435 -4.832128 -0.2 0.0 0.1
H 1.618218 2.548900 -6.248575 -0.3 -0.1 0.5
H -0.214358 3.195431 -4.361620 0.3 0.4 -0.3
H 0.100789 0.353862 -5.241098 -0.4 0.5 0.2
H -1.372381 1.387674 -4.981813 -0.1 -0.4 0.1
C -0.129149 -4.446605 -4.128773 0.5 0.6 0.2
C 0.510753 -4.385565 -2.782355 0.5 0.9 0.7
C 2.049168 -4.160318 -2.744454 -0.1 -1.4 -1.4
O 2.283362 -3.176041 -1.801595 -1.0 1.3 1.3
C 1.094898 -2.593418 -1.473880 -0.3 -0.5 -0.9
O 1.042679 -1.617626 -0.786490 0.7 -0.1 0.2
O 0.049322 -3.192739 -2.068183 1.0 -0.2 0.4
H 0.416924 -5.231297 -4.635126 -0.3 -0.3 -0.6
H 0.051296 -3.482580 -4.614820 -0.2 -0.2 -0.2
H -1.195429 -4.643796 -4.036184 0.1 -0.1 -0.2
H 0.219062 -5.259367 -2.212424 0.0 -0.1 0.4
H 2.472036 -3.814849 -3.705877 -0.4 -0.3 0.2
H 2.575282 -5.054879 -2.419007 0.0 -0.1 -0.2
```
Positions in Å, forces in eV/Å.

## Properties
* net charge: +1
* M: 594.833 u
* gap between HOMO and LUMO: 0.3868 Ha
* strongest force on any atom: 3.0 eV/A

# 3
A single C5H9N3 molecule in a non-equilibrium geometry. Source: the OMol25 dataset; level of theory: the ωB97M-V functional and the def2-TZVPD basis.

Geometry as XYZ:
```
17
Properties=species:S:1:pos:R:3:forces:R:3
C 0.511842 1.551232 -0.984155 0.1 -0.2 0.1
C 1.150970 -0.949915 0.023817 -0.6 1.2 0.0
C 0.163008 0.556442 0.100125 0.1 -1.3 -1.1
N -2.232235 -0.502541 0.049066 0.1 0.3 0.2
C -0.070977 -1.576924 -0.196634 -0.5 -0.1 -0.4
C 0.053805 0.976603 1.417355 -0.1 0.2 0.8
N -0.884180 -0.480128 -0.338045 0.4 0.1 0.1
N 2.392385 -1.063472 0.143507 0.4 0.0 0.5
H -2.499978 -1.406655 0.421995 0.1 0.1 -0.1
H -2.813825 -0.236502 -0.735956 0.0 -0.2 0.0
H 2.680339 -1.963326 0.527441 0.0 -0.1 -0.3
H -0.346130 -2.557069 -0.572728 0.0 0.0 0.1
H 0.650912 1.047240 -1.940920 0.0 0.0 0.0
H -0.269909 2.305473 -1.094467 0.0 0.0 0.0
H 1.447516 2.048088 -0.721775 -0.1 0.0 0.0
H 0.469695 1.919415 1.745530 0.0 0.0 0.0
H -0.403240 0.332039 2.155846 0.0 0.0 0.0
```
Positions in Å, forces in eV/Å.

## Properties
* M: 111.148 u
* energy above the lowest of the compared OMol25 structures with the same formula, charge and spin: 127.6 kcal/mol
* gap between HOMO and LUMO (spin up / spin down): 0.2598 / 0.2677 Ha
* strongest force on any atom: 1.7 eV/A

Which value of strongest force on any atom does entry 2 give? 3.0 eV/A

Look up the M of the second one. 594.833 u